1.
# C4H3N4P

A single C4H3N4P molecule at a distorted geometry (wB97M-V/def2-TZVPD, the OMol25 dataset).

HOMO energy ... -9.3818 eV
Electronic energy ... -19445.01940 eV
Energy relative to the best compared isomer or geometry (same formula, charge and spin) ... 0.0 kJ/mol
Lowest unoccupied orbital energy ... -0.478 eV
F_max ... 0.0534 hartree/bohr

Each line ends with the Löwdin charge.
Geometry (Å):
C 0.107 -1.299 -1.081  -0.208
N 0.098 -2.447 -0.489  -0.241
P -0.096 -2.666 1.156  0.817
N -0.339 -1.249 1.835  -0.236
C -0.185 -0.059 1.029  -0.386
N -0.248 1.177 1.490  0.088
N -0.030 1.949 0.428  -0.011
C 0.150 1.275 -0.715  -0.030
C 0.060 -0.074 -0.383  -0.186
H 0.134 -1.307 -2.169  0.110
H -0.028 2.951 0.545  0.162
H 0.375 1.749 -1.647  0.121

2.
# C5H6O4

A single C5H6O4 molecule at a distorted geometry (wB97M-V/def2-TZVPD, the OMol25 dataset).

HOMO energy ... -10.1825 eV
Electronic energy ... -13470.86953 eV
Energy relative to the best compared isomer or geometry (same formula, charge and spin) ... 155.9 kJ/mol
Lowest unoccupied orbital energy ... 0.072 eV
F_max ... 0.0606 hartree/bohr

Each line ends with the Löwdin charge.
Geometry (Å):
C 2.041 1.179 0.395  -0.097
O 0.708 0.768 0.662  -0.113
C 0.024 -0.067 -0.431  -0.560
O 0.909 -0.502 -1.365  0.106
C -0.522 -1.026 0.586  0.063
C -1.856 -0.908 0.612  0.047
C -2.278 0.079 -0.381  -0.384
O -3.340 0.429 -0.772  0.167
O -1.054 0.565 -1.008  0.108
H 2.115 1.678 -0.589  0.096
H 2.736 0.327 0.432  0.088
H 2.292 1.911 1.170  0.091
H 0.674 -1.367 -1.717  0.134
H 0.119 -1.682 1.147  0.135
H -2.568 -1.383 1.258  0.119

3.
# C26H42Cl3N4O4SiSn

A molecular structure, C26H42Cl3N4O4SiSn at a distorted geometry (wB97M-V/def2-TZVPD, the OMol25 dataset).

HOMO energy (alpha / beta) ... -1.6801 / -0.9997 eV
Electronic energy ... -93074.41857 eV
Lowest unoccupied orbital energy (alpha / beta) ... 2.653 / 2.205 eV
F_max ... 0.0675 hartree/bohr
Total charge ... -1

Each line ends with the Löwdin charge.
Geometry (Å):
C -1.462 -2.152 -4.203  -0.058
C -0.987 -2.923 -3.009  -0.229
H -1.618 -2.811 -5.068  0.063
H -0.723 -1.389 -4.487  0.053
H -2.411 -1.640 -3.989  0.086
C -0.416 -4.132 -3.114  -0.134
C -0.186 -4.808 -4.426  -0.133
H -0.118 -4.689 -2.226  0.094
H 0.231 -4.118 -5.176  0.069
H -1.104 -5.238 -4.856  0.072
H 0.524 -5.632 -4.297  0.059
Sn -0.001 0.870 -0.469  0.548
Cl -2.421 1.041 -0.454  -0.035
Cl 1.372 2.824 -0.932  0.012
H 1.055 4.769 3.272  0.088
H -1.224 6.209 2.515  0.084
C 1.095 4.558 2.194  -0.059
C -0.929 5.833 1.526  -0.056
N -0.249 4.551 1.633  -0.186
H 1.557 3.585 2.019  0.071
C -0.866 3.398 1.364  -0.351
O -0.292 2.282 1.467  -0.219
H -1.829 5.717 0.913  0.087
H -1.912 3.477 1.024  0.117
H 1.677 5.349 1.710  0.085
H -0.262 6.569 1.064  0.086
H 1.853 -1.272 -3.657  0.083
H 2.530 -3.766 -2.379  0.083
C 2.789 -1.007 -3.144  -0.032
C 3.337 -3.128 -1.988  -0.056
N 2.906 -1.744 -1.891  -0.172
H 2.815 0.067 -2.943  0.084
C 2.599 -1.188 -0.715  -0.302
O 2.166 -0.009 -0.606  -0.233
H 3.630 -3.487 -0.997  0.088
H 2.784 -1.824 0.174  0.140
H 3.629 -1.302 -3.783  0.080
H 4.186 -3.194 -2.676  0.082
O -0.177 -1.192 -1.655  -0.440
C -1.111 -2.193 -1.678  -0.447
C 0.260 -3.466 0.028  -0.045
C -0.992 -3.076 -0.436  -0.174
H 1.141 -3.141 -0.539  0.084
C 0.373 -4.232 1.190  -0.081
H -2.118 -1.748 -1.678  0.108
C -2.146 -3.460 0.249  -0.038
H 1.369 -4.502 1.555  0.103
C -0.780 -4.651 1.854  -0.120
C -2.040 -4.261 1.389  -0.107
H -3.113 -3.123 -0.136  0.116
H -0.691 -5.280 2.742  0.095
H -2.945 -4.577 1.915  0.095
Si -0.438 3.067 -3.804  0.247
Cl -0.231 1.007 -3.042  0.365
C 1.294 3.671 -4.149  -0.254
C -1.360 4.108 -2.563  -0.228
C -1.396 2.809 -5.388  -0.235
H 2.031 2.857 -4.094  0.020
H 1.595 4.456 -3.443  0.008
H 1.312 4.087 -5.169  0.021
H -0.770 2.318 -6.151  0.029
H -1.726 3.775 -5.805  0.026
H -2.290 2.191 -5.226  0.029
H -1.578 3.579 -1.625  -0.024
H -2.319 4.411 -3.012  0.028
H -0.788 5.020 -2.325  0.030
N -0.608 -3.093 5.709  0.147
C 0.525 -2.714 5.026  -0.502
O 1.631 -3.175 5.295  0.025
C 0.316 -1.782 3.876  -0.157
C -0.916 -1.578 3.244  -0.028
C -0.978 -0.818 2.081  -0.128
N 0.126 -0.342 1.469  -0.074
C 1.293 -0.404 2.150  -0.126
C 1.433 -1.144 3.315  -0.005
H -0.440 -3.602 6.564  0.097
H -1.439 -2.517 5.690  0.088
H -1.833 -2.042 3.603  0.102
H -1.934 -0.588 1.606  0.069
H 2.133 0.147 1.736  0.109
H 2.424 -1.242 3.755  0.112

4.
# C5H4F2S

A single C5H4F2S molecule at a distorted geometry (wB97M-V/def2-TZVPD, the OMol25 dataset).

HOMO energy ... -8.8191 eV
Electronic energy ... -21518.07944 eV
Energy relative to the best compared isomer or geometry (same formula, charge and spin) ... 90.7 kJ/mol
Lowest unoccupied orbital energy ... 0.315 eV
F_max ... 0.0594 hartree/bohr

Each line ends with the Löwdin charge.
Geometry (Å):
C -0.079 2.144 -0.181  0.035
C 0.248 0.828 0.046  -0.516
S 1.905 0.211 0.154  0.927
C 1.280 -1.498 0.054  -0.381
C -0.046 -1.634 -0.027  -0.084
C -0.846 -0.255 0.157  -0.445
F -1.775 -0.354 -0.934  0.004
F -1.663 -0.076 1.251  0.073
H 0.617 3.026 -0.203  0.082
H -1.069 2.502 -0.081  0.052
H 2.105 -2.266 -0.180  0.099
H -0.677 -2.629 -0.056  0.153

5.
# C5H5ClNO2S

2 unconnected molecules or ions with the total composition C5H5ClNO2S at a distorted geometry (wB97M-V/def2-TZVPD, the OMol25 dataset).

HOMO energy (alpha / beta) ... -0.2429 / -4.7852 eV
<S²> ... 2.0259
Electronic energy ... -34206.85381 eV
Energy relative to the best compared isomer or geometry (same formula, charge and spin) ... 0.0 kJ/mol
Lowest unoccupied orbital energy (alpha / beta) ... 3.521 / 2.042 eV
F_max ... 0.1202 hartree/bohr
2S+1 ... 3
Total charge ... -1

Each line ends with the Mulliken spin population.
Geometry (Å):
C 1.477 -0.192 -1.108  0.360
C 0.209 -0.543 -1.044  0.016
C -0.449 -0.835 1.412  0.013
C -1.262 1.750 -0.848  0.708
C -0.633 -1.078 0.020  0.595
N 0.770 -0.329 1.768  0.038
O -1.271 -0.981 2.315  0.118
O -2.098 1.391 -1.529  -0.044
S -0.464 2.759 0.065  0.100
Cl -2.288 -1.471 -0.416  0.068
H 1.820 0.190 -2.020  0.003
H 2.303 -0.287 -0.490  0.010
H -0.462 -0.490 -1.986  0.018
H 1.352 0.314 1.109  0.006
H 0.995 -0.199 2.752  -0.010

6.
# C25H21BrO3

2 unconnected molecules or ions with the total composition C25H21BrO3 at a distorted geometry (wB97M-V/def2-TZVPD, the OMol25 dataset).

HOMO energy ... -5.3236 eV
Electronic energy ... -102447.65814 eV
Lowest unoccupied orbital energy ... -2.691 eV
F_max ... 0.0346 hartree/bohr

Each line ends with the Löwdin charge.
Geometry (Å):
C 4.750 1.748 -0.716  -0.071
C 4.028 0.416 -0.774  -0.275
O 3.048 0.355 -1.786  -0.029
C 2.566 -0.931 -1.872  -0.510
C 1.349 -1.117 -2.605  -0.002
C 0.636 -2.326 -2.656  -0.243
C 1.169 -3.538 -2.165  -0.018
C 0.469 -4.716 -2.260  -0.138
C -0.791 -4.726 -2.828  -0.727
Br -1.712 -6.364 -3.010  0.696
C -1.365 -3.550 -3.276  -0.157
C -0.667 -2.367 -3.203  -0.059
O 3.115 -1.876 -1.314  0.014
H 5.295 1.881 0.220  0.073
H 5.467 1.843 -1.530  0.071
H 4.046 2.574 -0.816  0.064
H 4.730 -0.414 -0.939  0.119
H 3.506 0.203 0.169  0.124
H 0.937 -0.256 -3.096  0.081
H 2.146 -3.527 -1.719  0.093
H 0.886 -5.636 -1.882  0.095
H -2.369 -3.574 -3.672  0.091
H -1.127 -1.448 -3.521  0.094
C -2.961 -1.213 5.213  -0.064
C -3.217 -1.762 3.970  -0.063
C -2.833 -1.099 2.830  -0.009
C -2.177 0.140 2.904  -0.142
C -1.742 0.883 1.735  -0.105
O -1.111 2.090 1.960  0.105
C -0.686 2.833 0.872  -0.133
C -0.876 2.385 -0.457  -0.139
C -0.429 3.186 -1.522  0.002
C 0.179 4.395 -1.288  -0.061
C 0.362 4.832 0.015  -0.055
C -0.060 4.064 1.077  0.011
C -1.519 1.146 -0.649  0.051
C -1.941 0.422 0.430  0.028
C -1.935 0.674 4.177  -0.009
C -2.321 0.007 5.315  -0.063
H -3.260 -1.738 6.103  0.108
H -3.719 -2.713 3.896  0.112
H -3.040 -1.539 1.872  0.107
H -0.573 2.846 -2.532  0.123
H 0.512 5.005 -2.112  0.112
H 0.834 5.782 0.199  0.113
H 0.082 4.399 2.088  0.121
H -1.682 0.778 -1.649  0.124
H -2.438 -0.516 0.276  0.116
H -1.435 1.624 4.246  0.116
H -2.125 0.436 6.285  0.110

7.
# C8H15N3OS

2 unconnected molecules or ions with the total composition C8H15N3OS at a distorted geometry (wB97M-V/def2-TZVPD, the OMol25 dataset).

HOMO energy (alpha / beta) ... -14.5542 / -16.6736 eV
<S²> ... 2.0196
Electronic energy ... -25869.14826 eV
Lowest unoccupied orbital energy (alpha / beta) ... -6.240 / -10.679 eV
F_max ... 0.0790 hartree/bohr
2S+1 ... 3
Total charge ... +2

Each line ends with the Mulliken spin population.
Geometry (Å):
C 2.520 2.000 -1.417  0.068
C 1.516 1.036 -1.423  0.224
C 3.235 2.072 -0.248  0.355
C 1.329 0.415 -0.148  0.125
C -1.640 0.775 0.821  0.648
C 0.936 -2.417 -0.954  0.019
C -1.235 -2.303 0.235  0.015
C 0.387 -0.527 0.253  0.438
N -2.203 1.788 0.266  -0.013
N -1.773 0.529 2.107  0.022
N -0.167 -1.539 -0.543  -0.011
O -2.642 2.885 1.034  0.057
S 2.562 1.123 1.005  0.023
H 2.617 2.618 -2.228  0.004
H 1.106 0.683 -2.370  -0.003
H 4.097 2.610 0.217  0.001
H 1.242 -3.034 -0.123  -0.001
H 0.568 -3.196 -1.592  0.001
H 1.682 -1.866 -1.353  0.000
H -1.946 -1.589 0.697  -0.005
H -1.887 -2.974 -0.330  0.000
H -0.742 -2.715 1.070  0.000
H 0.557 -0.952 1.249  -0.003
H -2.186 1.918 -0.765  -0.001
H -1.422 -0.384 2.459  0.009
H -2.428 1.056 2.678  0.018
H -0.567 -1.235 -1.443  0.009
H -3.517 3.223 0.846  0.000

8.
# C6H12N3S

A gas-phase ion, C6H12N3S (charge +1) at a distorted geometry (wB97M-V/def2-TZVPD, the OMol25 dataset).

HOMO energy ... -13.7605 eV
Electronic energy ... -21712.90115 eV
Energy relative to the best compared isomer or geometry (same formula, charge and spin) ... 251.4 kJ/mol
Lowest unoccupied orbital energy ... -5.396 eV
F_max ... 0.1201 hartree/bohr
Total charge ... +1

Each line ends with the Löwdin charge.
Geometry (Å):
C -1.107 1.527 -0.230  -0.495
C -0.075 -0.458 0.737  -0.277
C 0.899 -0.258 -0.549  -0.713
C -1.147 -1.658 0.712  -0.003
C 2.110 0.429 0.118  -0.076
C 1.311 -1.551 -1.137  -0.084
N -2.204 3.568 -0.416  0.243
N -2.079 2.346 -0.381  0.027
N -0.845 0.776 0.818  0.068
S -0.013 0.932 -1.559  1.105
H 0.523 -0.534 1.656  0.150
H -1.908 -1.598 -0.082  0.088
H -1.811 -1.530 1.665  0.124
H -0.587 -2.516 0.568  0.041
H 1.839 0.846 1.084  0.082
H 2.605 1.141 -0.529  0.085
H 2.842 -0.358 0.312  0.097
H 2.019 -1.535 -1.937  0.096
H 0.397 -2.083 -1.525  0.112
H 1.687 -2.217 -0.432  0.079
H -3.189 3.771 -0.560  0.106
H -1.265 0.962 1.667  0.143

Question: What is the formula in the fifth record?
Answer: C5H5ClNO2S